Molecular formula: C16H48O8S8
Method: DFT, the ωB97M-V functional and the def2-TZVPD basis

Results
Gap between HOMO and LUMO, eV: 7.6
Energy above the lowest of the compared OMol25 structures with the same formula, charge and spin, kJ/mol: 951.8

Structure (ORCA input):
```
! wB97M-V def2-TZVPD RIJCOSX def2/J DEFGRID3
* xyz 0 1
C -3.96 -5.43 1.41
H -4.99 1.46 -5.46
H 1.11 5.24 3.16
H 5.26 3.91 -2.27
O 5.64 0.92 1.06
H -2.07 -6.68 -0.34
S 0.18 2.85 2.99
H 7.32 -0.41 -0.13
H 1.19 1.16 -2.83
C -2.69 -5.91 -0.94
O -2.78 2.09 -2.69
O -3.45 -3.53 -0.26
H 1.45 1.70 -0.94
H -2.14 -5.49 -1.84
C 0.93 -1.10 3.62
H -4.46 -4.72 2.24
H -0.25 -0.33 0.83
S 3.90 3.59 -4.29
C 6.92 -1.05 0.56
H 3.43 4.55 -1.87
H 1.60 4.08 4.52
C -5.85 0.20 2.76
S -4.36 0.60 3.53
H -6.32 -0.61 2.98
H -0.98 2.59 1.14
H 4.60 -1.66 -1.19
C -0.57 3.60 1.61
C 4.60 -0.55 -0.78
S 0.20 -0.55 -1.54
S 5.28 -0.50 0.87
C -4.19 -0.22 -2.70
H -5.05 -0.85 -3.31
H 0.14 4.00 0.92
H 3.63 -0.02 -0.75
H -5.46 2.26 -3.86
H -3.39 -0.83 -2.31
H 0.00 -0.95 3.25
H -5.69 0.25 1.67
H 0.01 -2.99 1.62
H -3.32 0.05 1.31
H 2.27 4.07 2.84
C 0.82 1.05 -1.73
H -1.60 -1.35 -0.10
H -3.47 -6.22 1.87
S -3.29 0.97 -3.68
H -1.21 4.44 1.92
H 1.41 -3.39 0.79
O 2.66 2.70 -4.49
H 5.50 0.09 -1.27
H -2.37 -0.41 2.68
O 1.38 -1.36 -0.93
H 1.11 -1.89 4.31
H 5.30 1.63 -3.76
H -1.20 0.59 -0.25
O 0.96 1.72 2.33
O 3.29 -1.70 2.81
O -3.97 2.05 3.13
C -0.76 -0.31 -0.10
H -4.79 -5.87 0.72
S 1.88 -1.38 2.18
H 1.29 -3.66 2.51
H 7.64 -0.78 1.43
C -4.60 1.95 -4.45
C 1.31 4.07 3.43
H 1.27 -0.11 3.83
H -6.48 0.90 3.04
H -0.21 1.66 -1.62
H 6.27 3.08 -4.33
C 4.05 3.86 -2.53
H 5.62 2.02 -5.37
C -3.44 -0.37 2.43
H 6.89 -2.13 0.50
S -2.74 -4.70 0.41
H 3.86 2.86 -2.02
C 5.33 2.51 -4.49
C 1.11 -2.98 1.75
H -4.09 2.88 -4.95
H -4.87 0.28 -1.93
H -3.80 -6.34 -1.13
H -3.78 -1.19 2.50
*
```

These are the Mulliken partial charges, in e, on atoms 1 to 5: -0.9652 0.3166 0.3121 0.2700 -0.7130